(1)
# C41H105N7O13

8 unconnected molecules or ions with the total composition C41H105N7O13 (the ωB97M-V functional and the def2-TZVPD basis, OMol25).

The energy above the lowest of the compared OMol25 structures with the same formula, charge and spin is 294.1 kJ/mol. As for the frontier orbital gap: 9.0 eV. Its lowest unoccupied orbital energy is 0.608 eV. The structure (SMILES) is COC[C@H](C)N.COC[C@H](C)N.COCCNCCOC.COCCNCCOC.COCCNCCOC.COCCNCCOC.COCCNCCOC.CC(C)O. The calculation puts the HOMO energy at -8.351 eV. Its maximum force is 0.082 Eh/bohr.

Each line ends with the Löwdin charge.
Positions of all 166 atoms, in Å:
1 C 3.2724 -0.1728 -6.9753  -0.16
2 O 3.1314 -0.1182 -5.6220  -0.21
3 C 3.8744 -1.0842 -4.7766  -0.14
4 C 3.5735 -1.1444 -3.2960  -0.46
5 C 4.0771 0.0589 -2.5814  -0.06
6 N 4.2884 -2.2474 -2.7069  0.05
7 H 4.3011 0.0731 -7.2388  0.08
8 H 2.5964 0.4545 -7.5564  0.09
9 H 3.0941 -1.2113 -7.2546  0.08
10 H 3.5643 -2.0341 -5.2121  0.11
11 H 4.9452 -0.9914 -4.9583  0.13
12 H 2.5027 -1.3070 -3.1732  0.13
13 H 3.4745 0.9217 -2.8655  0.07
14 H 5.1432 0.2476 -2.7077  0.09
15 H 4.0276 -0.1454 -1.5119  0.06
16 H 4.1478 -3.0978 -3.2332  0.07
17 H 3.9703 -2.5446 -1.7956  0.05
18 C -0.5748 -4.7800 -3.1931  -0.11
19 O -0.6136 -3.9537 -4.3241  -0.18
20 C -1.7561 -3.1121 -4.5261  -0.20
21 C -1.5953 -2.1197 -5.6612  -0.43
22 C -0.5878 -1.0688 -5.2495  -0.06
23 N -2.8571 -1.4539 -5.9101  0.06
24 H -0.9090 -4.1709 -2.3532  0.05
25 H 0.4155 -5.1153 -2.8847  0.09
26 H -1.2521 -5.6301 -3.2750  0.09
27 H -2.5929 -3.7865 -4.7081  0.13
28 H -2.0000 -2.5931 -3.5992  0.09
29 H -1.2597 -2.6883 -6.5285  0.15
30 H -0.4965 -0.3474 -6.0615  0.08
31 H 0.3872 -1.5058 -5.0339  0.07
32 H -0.9205 -0.5944 -4.3263  0.05
33 H -3.4347 -2.0783 -6.4547  0.07
34 H -3.4028 -1.3552 -5.0660  0.04
35 C 1.7889 0.3981 1.7481  -0.09
36 O 2.3307 1.1503 2.8254  -0.17
37 C 2.4058 2.5296 2.5581  -0.24
38 C 3.3807 3.1285 3.5356  -0.25
39 N 4.6842 2.5360 3.3613  -0.02
40 C 5.3998 2.8466 4.6282  -0.20
41 C 6.8021 2.2991 4.6667  -0.28
42 O 6.9091 0.9409 4.9470  -0.18
43 C 8.2031 0.3567 4.7270  -0.08
44 H 0.9003 0.7157 1.2026  0.06
45 H 1.3283 -0.5498 2.0263  0.09
46 H 2.6663 0.2538 1.1175  0.09
47 H 1.4500 3.0492 2.6256  0.12
48 H 2.7998 2.7872 1.5750  0.11
49 H 2.9391 2.9532 4.5166  0.11
50 H 3.3811 4.2185 3.5441  0.12
51 H 4.5200 1.5538 3.1931  0.09
52 H 4.9232 2.5125 5.5498  0.12
53 H 5.4977 3.9312 4.6721  0.12
54 H 7.3438 2.9597 5.3437  0.12
55 H 7.1620 2.5703 3.6743  0.12
56 H 8.0752 -0.1639 3.7779  0.07
57 H 8.5691 -0.2922 5.5226  0.09
58 H 8.9849 1.1143 4.6746  0.08
59 C -2.1871 2.2375 1.2183  -0.12
60 O -3.3301 1.9075 1.9852  -0.20
61 C -4.1923 0.8278 1.4141  -0.14
62 C -5.5339 0.7193 2.2775  -0.13
63 N -6.1832 -0.6016 2.0133  -0.09
64 C -7.4885 -0.8116 2.6311  -0.18
65 C -8.6508 0.1238 2.0853  -0.21
66 O -8.6630 1.3341 2.8691  -0.21
67 C -9.5734 2.3549 2.3720  -0.08
68 H -1.7027 3.1148 1.6471  0.08
69 H -2.5366 2.4709 0.2126  0.08
70 H -1.3614 1.5261 1.2038  0.07
71 H -3.5991 -0.0865 1.4276  0.11
72 H -4.5054 1.0206 0.3880  0.09
73 H -6.1888 1.5232 1.9413  0.11
74 H -5.2124 0.8004 3.3158  0.12
75 H -5.5447 -1.3346 2.2873  0.06
76 H -7.5321 -0.5286 3.6828  0.11
77 H -7.7991 -1.8441 2.4711  0.11
78 H -9.5771 -0.4477 2.1437  0.11
79 H -8.4785 0.2279 1.0140  0.11
80 H -9.3987 2.6515 1.3378  0.08
81 H -9.5403 3.2298 3.0212  0.08
82 H -10.5728 1.9264 2.4471  0.08
83 C 0.1959 -4.7961 3.8932  -0.09
84 O 0.4212 -4.4651 2.5153  -0.20
85 C 1.7724 -4.3631 2.0911  -0.22
86 C 2.0876 -4.5441 0.5961  -0.22
87 N 1.7224 -3.4213 -0.1981  -0.05
88 C 0.2939 -3.0135 -0.1743  -0.16
89 C -0.1468 -1.8854 -1.1724  -0.21
90 O 0.4310 -0.6530 -0.8373  -0.21
91 C 0.1679 0.4819 -1.6553  -0.09
92 H 0.5160 -4.0032 4.5691  0.08
93 H 0.6933 -5.7269 4.1659  0.08
94 H -0.8573 -4.8983 4.1548  0.07
95 H 2.4125 -5.1099 2.5608  0.11
96 H 2.1684 -3.4022 2.4197  0.12
97 H 1.5281 -5.4160 0.2573  0.12
98 H 3.1568 -4.7303 0.4954  0.12
99 H 2.3589 -2.6862 0.0752  0.08
100 H 0.0264 -2.6653 0.8233  0.10
101 H -0.3414 -3.8849 -0.3325  0.10
102 H -1.2240 -1.7410 -1.2562  0.10
103 H 0.1195 -2.1016 -2.2070  0.10
104 H 0.9192 1.1560 -1.2438  0.08
105 H -0.8140 0.9409 -1.5396  0.08
106 H 0.2897 0.3549 -2.7310  0.07
107 C -3.5626 0.0582 -2.5799  -0.06
108 O -4.5006 -0.7272 -3.3687  -0.22
109 C -4.9125 -1.9427 -2.7652  -0.22
110 C -5.8063 -1.6985 -1.5586  -0.21
111 N -5.0987 -2.0127 -0.3513  -0.05
112 C -4.9092 -3.4592 -0.0431  -0.17
113 C -4.1163 -3.5627 1.2797  -0.18
114 O -4.9212 -3.0957 2.4128  -0.23
115 C -4.3912 -3.5656 3.6901  -0.08
116 H -3.9163 0.4005 -1.6074  0.06
117 H -3.3709 0.9540 -3.1706  0.10
118 H -2.6246 -0.4969 -2.5656  0.05
119 H -4.0360 -2.5792 -2.6437  0.10
120 H -5.6042 -2.5147 -3.3836  0.12
121 H -6.7134 -2.2941 -1.6615  0.11
122 H -6.1245 -0.6574 -1.6122  0.13
123 H -5.4775 -1.4978 0.4307  0.04
124 H -4.2995 -3.8290 -0.8675  0.11
125 H -5.7598 -4.1267 0.0945  0.12
126 H -3.1258 -3.1108 1.2276  0.12
127 H -4.0821 -4.6515 1.3187  0.11
128 H -5.0714 -3.2338 4.4745  0.09
129 H -3.3462 -3.3177 3.8762  0.08
130 H -4.3329 -4.6464 3.8191  0.08
131 C -1.1131 8.5667 1.7587  -0.15
132 O 0.0926 8.0529 1.2960  -0.19
133 C 0.3186 6.6549 1.4949  -0.18
134 C 1.8082 6.4393 0.9892  -0.14
135 N 1.8991 6.0305 -0.4541  -0.08
136 C 1.3120 4.7494 -0.8621  -0.20
137 C 1.7603 4.3894 -2.3149  -0.20
138 O 0.9615 3.2702 -2.7433  -0.21
139 C 1.2314 2.9344 -4.0914  -0.11
140 H -1.5477 8.2077 2.6916  0.08
141 H -1.9514 8.4536 1.0712  0.08
142 H -1.0416 9.6441 1.9080  0.08
143 H -0.3541 5.9545 0.9999  0.10
144 H 0.2327 6.4592 2.5637  0.11
145 H 2.3056 5.6041 1.4823  0.09
146 H 2.4025 7.3445 1.1136  0.11
147 H 1.6837 6.7775 -1.0989  0.10
148 H 0.2229 4.7823 -0.8903  0.11
149 H 1.7624 3.9836 -0.2306  0.10
150 H 2.8362 4.2157 -2.2967  0.12
151 H 1.5430 5.2775 -2.9082  0.11
152 H 0.8815 3.7331 -4.7454  0.08
153 H 0.7035 2.0342 -4.4062  0.08
154 H 2.3055 2.8255 -4.2418  0.08
155 C 5.6601 -2.1382 3.0282  -0.03
156 C 5.1784 -1.1917 1.9268  -0.47
157 C 6.1250 -0.2606 1.2715  -0.05
158 O 4.7955 -2.0273 0.8617  -0.08
159 H 6.1999 -3.0285 2.7056  0.08
160 H 4.8527 -2.5351 3.6435  0.07
161 H 6.2986 -1.7770 3.8344  0.06
162 H 4.2768 -0.6851 2.2711  0.11
163 H 5.9194 0.0420 0.2447  0.09
164 H 7.1795 -0.5137 1.3816  0.08
165 H 6.2380 0.6420 1.8721  0.06
166 H 5.5995 -2.1760 0.3585  0.09



(2)
# C41H105N8O17V

A molecular structure, C41H105N8O17V (the ωB97M-V functional and the def2-TZVPD basis, OMol25).

As for the frontier orbital gap: 2.3 eV. Its lowest unoccupied orbital energy is -4.763 eV. The calculation puts the HOMO energy at -7.014 eV. Its maximum force is 0.057 Eh/bohr.

Each line ends with the Löwdin charge.
Positions of all 172 atoms, in Å:
1 O 0.0787 5.9770 -3.2459  -0.24
2 V -0.8100 5.7551 -2.0064  1.22
3 O -1.5281 7.1264 -1.5783  -0.28
4 O 1.9348 -1.3721 -0.3148  0.06
5 C 1.7230 -0.1149 0.1596  -0.90
6 O 2.1452 0.1199 1.2998  -0.02
7 O 1.2297 0.7166 -0.5828  0.01
8 H 2.3026 -1.7760 0.4746  0.09
9 C 0.5627 0.7715 -8.5228  -0.12
10 O -0.6121 0.7758 -9.2810  -0.19
11 C -0.8930 1.9526 -9.9514  -0.23
12 C -2.0596 1.6708 -10.9125  -0.24
13 N -3.2974 1.6536 -10.2490  -0.09
14 C -4.4939 1.2974 -11.0256  -0.16
15 C -4.9251 2.2237 -12.2208  -0.22
16 O -5.9103 3.0964 -11.7172  -0.21
17 C -6.4911 3.9917 -12.6846  -0.09
18 H 1.4708 0.7141 -9.1229  0.08
19 H 0.5332 -0.1034 -7.8734  0.09
20 H 0.7505 1.6174 -7.8614  0.08
21 H 0.0108 2.2564 -10.4795  0.12
22 H -1.1380 2.7255 -9.2230  0.12
23 H -1.8942 0.7594 -11.4870  0.12
24 H -2.0392 2.4744 -11.6487  0.11
25 H -3.3016 1.2896 -9.3069  0.12
26 H -5.3232 1.3287 -10.3189  0.12
27 H -4.3525 0.2717 -11.3661  0.10
28 H -5.3159 1.5959 -13.0216  0.11
29 H -4.1214 2.7554 -12.7302  0.11
30 H -7.2983 4.5545 -12.2159  0.09
31 H -6.7841 3.4604 -13.5901  0.08
32 H -5.7175 4.7120 -12.9511  0.08
33 C -5.4371 -2.4593 3.2763  -0.08
34 O -6.8552 -2.2685 3.4706  -0.21
35 C -7.7829 -3.2306 2.9907  -0.23
36 C -9.2427 -2.8121 3.2724  -0.22
37 N -9.4958 -1.5738 2.5598  -0.06
38 C -10.6584 -0.9004 3.1528  -0.20
39 C -10.9678 0.4069 2.3413  -0.19
40 O -9.9405 1.4147 2.2900  -0.21
41 C -9.3332 1.9725 3.4467  -0.10
42 H -4.8545 -1.6828 3.7720  0.09
43 H -5.2061 -2.5591 2.2158  0.08
44 H -5.1625 -3.4317 3.6851  0.08
45 H -7.7271 -4.1108 3.6312  0.11
46 H -7.6455 -3.5775 1.9665  0.12
47 H -9.3323 -2.6044 4.3386  0.11
48 H -9.9036 -3.6250 2.9714  0.12
49 H -8.6437 -1.0320 2.5374  0.10
50 H -10.5123 -0.5953 4.1890  0.10
51 H -11.5294 -1.5553 3.1759  0.12
52 H -11.8676 0.7983 2.8159  0.11
53 H -11.2197 0.2458 1.2931  0.12
54 H -8.4708 2.5439 3.1034  0.09
55 H -9.1136 1.1945 4.1778  0.07
56 H -10.0421 2.5671 4.0229  0.08
57 C 9.5174 2.7737 5.9340  -0.10
58 O 8.6562 3.5075 5.0286  -0.20
59 C 7.8413 4.4886 5.7261  -0.23
60 C 6.5020 3.9615 6.1563  -0.22
61 N 5.7643 4.8934 7.0330  -0.05
62 C 4.4997 4.2909 7.5834  -0.18
63 C 3.4349 5.4188 7.8019  -0.19
64 O 3.1573 6.1686 6.5656  -0.21
65 C 2.2706 7.2870 6.8172  -0.11
66 H 10.2103 2.1975 5.3208  0.08
67 H 8.9058 2.1098 6.5449  0.08
68 H 10.0589 3.4035 6.6398  0.08
69 H 7.6724 5.2477 4.9623  0.12
70 H 8.4290 5.0061 6.4843  0.12
71 H 6.6107 2.9850 6.6283  0.12
72 H 5.9825 3.7808 5.2152  0.12
73 H 5.3899 5.6827 6.5261  0.08
74 H 4.6803 3.7742 8.5261  0.11
75 H 4.0406 3.5874 6.8889  0.11
76 H 3.7514 6.0315 8.6460  0.12
77 H 2.4685 4.9566 8.0035  0.11
78 H 1.2826 7.0249 7.1958  0.08
79 H 2.1228 7.8910 5.9219  0.08
80 H 2.6943 7.9693 7.5541  0.08
81 C 3.2884 -5.3487 7.4490  -0.11
82 O 3.4840 -3.9806 7.1165  -0.21
83 C 3.7344 -3.6202 5.7506  -0.18
84 C 5.2554 -3.8444 5.3687  -0.18
85 N 5.4734 -3.6507 3.9183  -0.08
86 C 6.8968 -3.4407 3.5064  -0.19
87 C 7.0838 -3.5922 1.9948  -0.23
88 O 7.2181 -4.9332 1.5733  -0.21
89 C 7.1749 -5.1416 0.1606  -0.10
90 H 2.9318 -5.4636 8.4726  0.08
91 H 4.1553 -5.9926 7.3006  0.08
92 H 2.4182 -5.6881 6.8870  0.08
93 H 3.3733 -2.6015 5.6092  0.12
94 H 3.0936 -4.2408 5.1242  0.11
95 H 5.5840 -4.8296 5.6996  0.11
96 H 5.8209 -3.0482 5.8529  0.11
97 H 5.0008 -2.8347 3.5564  0.10
98 H 7.5539 -4.0605 4.1164  0.12
99 H 7.1949 -2.4152 3.7246  0.11
100 H 7.9492 -3.0453 1.6206  0.12
101 H 6.2350 -3.1587 1.4658  0.12
102 H 6.2197 -4.8025 -0.2402  0.09
103 H 7.2665 -6.2193 0.0256  0.08
104 H 8.0502 -4.6674 -0.2834  0.08
105 C 4.0799 -9.9668 3.7328  -0.07
106 C 4.8073 -9.9838 2.4053  -0.44
107 C 3.9984 -9.7211 1.1053  -0.20
108 O 4.8567 -10.1536 0.0583  -0.18
109 C 4.1918 -9.9969 -1.1644  -0.13
110 N 5.8718 -9.0417 2.5594  0.03
111 H 3.7980 -8.9567 4.0299  0.08
112 H 4.7175 -10.3374 4.5353  0.07
113 H 3.2417 -10.6574 3.8259  0.07
114 H 5.2704 -10.9620 2.2764  0.14
115 H 3.6342 -8.6980 1.0129  0.13
116 H 3.0905 -10.3243 1.1058  0.12
117 H 3.7431 -9.0350 -1.4127  0.09
118 H 3.3653 -10.7076 -1.1670  0.08
119 H 4.9240 -10.2390 -1.9347  0.09
120 H 5.5220 -8.0943 2.5426  0.07
121 H 6.4539 -9.0212 1.7342  0.07
122 C -6.6208 2.5616 -2.6284  -0.07
123 C -5.5741 3.3336 -1.7781  -0.40
124 C -5.1420 2.5722 -0.5255  -0.20
125 O -4.1694 3.3835 0.1079  -0.20
126 C -4.0152 3.1210 1.4965  -0.11
127 N -4.4381 3.5270 -2.6840  0.02
128 H -6.9096 3.1061 -3.5274  0.08
129 H -7.5309 2.3155 -2.0814  0.07
130 H -6.2653 1.5585 -2.8638  0.08
131 H -5.9763 4.3398 -1.6600  0.14
132 H -4.6156 1.6496 -0.7702  0.13
133 H -6.0110 2.3187 0.0816  0.13
134 H -3.4231 2.2268 1.6910  0.09
135 H -4.9359 3.0029 2.0679  0.08
136 H -3.5638 3.9960 1.9643  0.08
137 H -4.8040 3.9487 -3.5257  0.06
138 H -4.0634 2.6544 -3.0281  0.07
139 C 5.1168 7.0629 -0.2564  -0.05
140 C 4.2146 7.9882 0.5832  -0.45
141 C 3.9819 9.3896 0.0251  -0.23
142 O 5.1493 10.1328 -0.2034  -0.17
143 C 4.8127 11.4936 -0.2984  -0.12
144 N 2.9655 7.2970 0.8532  0.02
145 H 6.0746 7.5693 -0.3757  0.07
146 H 4.8483 7.0666 -1.3128  0.08
147 H 5.3889 6.0845 0.1394  0.08
148 H 4.6340 8.1026 1.5828  0.13
149 H 3.4196 9.8043 0.8617  0.12
150 H 3.3521 9.3792 -0.8644  0.13
151 H 4.2378 11.7299 -1.1938  0.09
152 H 5.7934 11.9624 -0.3788  0.09
153 H 4.3755 11.8897 0.6182  0.09
154 H 2.4924 7.5823 1.6986  0.07
155 H 3.3819 6.4369 1.1800  0.06
156 C -4.2297 -4.4062 -5.7004  -0.06
157 C -3.2758 -4.1918 -4.4902  -0.42
158 C -2.1986 -5.3370 -4.4246  -0.17
159 O -2.8106 -6.6326 -4.3984  -0.21
160 C -3.3342 -7.0989 -3.1779  -0.12
161 N -2.6676 -2.8570 -4.6300  0.03
162 H -4.6488 -5.4121 -5.6749  0.07
163 H -3.7830 -4.1616 -6.6641  0.07
164 H -5.0456 -3.6907 -5.5987  0.07
165 H -3.8417 -4.1032 -3.5628  0.13
166 H -1.6328 -5.2043 -3.5024  0.12
167 H -1.6341 -5.3916 -5.3555  0.13
168 H -4.1441 -6.4391 -2.8665  0.08
169 H -2.5984 -7.1082 -2.3737  0.08
170 H -3.7527 -8.1052 -3.1964  0.09
171 H -2.0107 -2.9566 -5.3907  0.06
172 H -2.0297 -2.8149 -3.8481  0.06